No. 1
The following is a quantum chemistry calculation of one molecule with the formula C3H7NOS in a non-equilibrium geometry, from the OMol25 dataset.

Properties
molar mass: 105.16 g/mol
frontier orbital gap: 9.050 eV
energy relative to the best compared isomer or geometry (same formula, charge and spin): 76.75 kcal per mole
LUMO energy: 0.70 eV
strongest force on any atom: 0.094 Eh/bohr
total energy: -17594.6013 eV

Element x y z (Å)
C1 2.02 -0.27 0.03
N1 0.90 -1.04 -0.11
C2 -0.35 -0.58 -0.09
S1 -1.62 -1.74 0.02
O1 -0.43 0.75 -0.02
C3 -1.82 1.24 -0.01
H1 2.28 0.28 -0.94
H2 2.88 -1.02 0.50
H3 1.79 0.69 0.80
H4 0.81 -2.03 -0.25
H5 -1.92 2.39 -0.45
H6 -1.97 0.93 1.18
H7 -2.57 0.41 -0.66


No. 2
The following is a quantum chemistry calculation of a 3-piece molecular cluster, C5H15NO2 overall in a non-equilibrium geometry, from the OMol25 dataset.

Properties
molar mass: 121.18 g/mol
frontier orbital gap (spin up / spin down): 11.145 / 6.161 eV
energy relative to the best compared isomer or geometry (same formula, charge and spin): 51.16 kcal per mole
LUMO energy (spin up / spin down): -2.96 / -7.95 eV
charge: +1
strongest force on any atom: 0.111 Eh/bohr
total energy: -11003.6704 eV
2S+1: 2

Element x y z (Å)
C1 1.92 0.89 -0.71
N1 1.16 0.80 0.57
C2 0.47 -0.54 0.73
C3 -0.79 -0.33 1.65
C4 -0.95 1.20 1.74
C5 0.00 1.77 0.62
H1 1.23 0.71 -1.62
H2 2.76 0.16 -0.79
H3 2.29 1.89 -0.68
H4 0.25 -0.94 -0.29
H5 1.07 -1.32 1.26
H6 -0.67 -0.85 2.57
H7 -1.66 -0.81 1.17
H8 -0.71 1.42 2.77
H9 -1.90 1.64 1.63
H10 -0.58 1.96 -0.34
H11 0.35 2.79 0.86
H12 0.24 0.81 -4.25
H13 -0.64 0.71 -2.96
O1 0.03 0.33 -3.42
H14 -1.16 -4.27 0.65
H15 -1.31 -3.63 -0.86
O2 -1.40 -4.39 -0.30


No. 3
The following is a quantum chemistry calculation of C17H42MnO21S5 as an isolated structure in a non-equilibrium geometry, from the OMol25 dataset.

Properties
molar mass: 797.78 g/mol
frontier orbital gap (spin up / spin down): 3.743 / 3.750 eV
energy relative to the best compared isomer or geometry (same formula, charge and spin): 278.42 kcal per mole
LUMO energy (spin up / spin down): -4.88 / -4.48 eV
strongest force on any atom: 0.119 Eh/bohr
total energy: -146792.2555 eV
2S+1: 6

Element x y z (Å)
Mn1 -3.58 -3.26 -2.36
O1 -7.94 0.01 -3.09
C1 -7.40 -1.16 -2.93
O2 -7.87 -2.20 -3.48
O3 -6.30 -1.30 -2.32
H1 -7.24 0.61 -2.81
O4 -0.56 0.11 -0.48
C2 -1.46 -0.76 -0.91
O5 -1.86 -1.74 -0.25
O6 -1.90 -0.72 -2.06
H2 -0.40 -0.13 0.44
O7 3.43 6.91 2.79
S1 2.51 6.56 3.89
O8 1.09 6.91 3.95
O9 2.68 4.95 4.15
C3 1.45 4.16 4.41
C4 0.96 3.56 3.06
C5 3.26 7.03 5.54
H3 0.65 4.66 4.95
H4 1.93 3.38 5.01
H5 0.42 4.37 2.56
H6 0.27 2.81 3.45
H7 1.73 3.01 2.52
H8 2.46 6.67 6.19
H9 3.52 8.09 5.63
H10 4.19 6.49 5.71
O10 5.48 2.49 -1.32
S2 5.22 1.14 -1.64
O11 6.05 0.29 -2.44
O12 4.90 0.28 -0.21
C6 4.42 -1.04 -0.19
C7 5.21 -1.91 0.88
C8 3.51 1.04 -2.45
H11 4.31 -1.40 -1.22
H12 3.40 -0.90 0.17
H13 5.74 -1.23 1.55
H14 5.91 -2.54 0.33
H15 4.43 -2.53 1.31
H16 2.94 0.24 -2.00
H17 3.52 0.78 -3.51
H18 2.83 1.89 -2.30
O13 -2.63 -0.68 6.33
S3 -2.81 -1.47 5.15
O14 -1.77 -1.63 4.12
O15 -3.34 -3.00 5.56
C9 -3.49 -3.92 4.44
C10 -3.15 -5.31 4.80
C11 -4.33 -0.90 4.32
H19 -2.83 -3.63 3.62
H20 -4.47 -3.89 3.96
H21 -2.34 -5.24 5.53
H22 -2.80 -5.82 3.91
H23 -3.90 -5.91 5.32
H24 -4.40 0.18 4.16
H25 -5.05 -1.43 4.93
H26 -4.42 -1.42 3.37
O16 1.61 -5.24 -2.04
S4 0.59 -6.12 -2.56
O17 -0.67 -5.42 -2.83
O18 1.21 -6.84 -3.88
C12 0.38 -7.43 -4.83
C13 0.70 -8.95 -4.99
C14 0.49 -7.50 -1.35
H27 0.59 -6.80 -5.70
H28 -0.69 -7.21 -4.77
H29 1.74 -9.16 -5.23
H30 0.11 -9.25 -5.85
H31 0.43 -9.50 -4.08
H32 0.23 -7.09 -0.38
H33 1.46 -7.95 -1.17
H34 -0.20 -8.29 -1.64
O19 -1.70 6.56 -5.16
S5 -0.86 5.42 -4.73
O20 -0.02 4.71 -5.67
O21 0.14 5.90 -3.41
C15 -0.28 7.11 -2.82
C16 0.85 7.53 -1.87
C17 -1.83 4.17 -3.78
H35 -1.16 6.94 -2.19
H36 -0.72 7.80 -3.53
H37 1.31 8.47 -2.15
H38 1.78 6.95 -1.84
H39 0.44 7.71 -0.88
H40 -1.61 4.44 -2.75
H41 -1.64 3.15 -4.12
H42 -2.90 4.32 -3.91


What did the third record say?
The following is a quantum chemistry calculation of C17H42MnO21S5 as an isolated structure in a non-equilibrium geometry, from the OMol25 dataset.

Properties
molar mass: 797.78 g/mol
frontier orbital gap (spin up / spin down): 3.743 / 3.750 eV
energy relative to the best compared isomer or geometry (same formula, charge and spin): 278.42 kcal per mole
LUMO energy (spin up / spin down): -4.88 / -4.48 eV
strongest force on any atom: 0.119 Eh/bohr
total energy: -146792.2555 eV
2S+1: 6

Element x y z (Å)
Mn1 -3.58 -3.26 -2.36
O1 -7.94 0.01 -3.09
C1 -7.40 -1.16 -2.93
O2 -7.87 -2.20 -3.48
O3 -6.30 -1.30 -2.32
H1 -7.24 0.61 -2.81
O4 -0.56 0.11 -0.48
C2 -1.46 -0.76 -0.91
O5 -1.86 -1.74 -0.25
O6 -1.90 -0.72 -2.06
H2 -0.40 -0.13 0.44
O7 3.43 6.91 2.79
S1 2.51 6.56 3.89
O8 1.09 6.91 3.95
O9 2.68 4.95 4.15
C3 1.45 4.16 4.41
C4 0.96 3.56 3.06
C5 3.26 7.03 5.54
H3 0.65 4.66 4.95
H4 1.93 3.38 5.01
H5 0.42 4.37 2.56
H6 0.27 2.81 3.45
H7 1.73 3.01 2.52
H8 2.46 6.67 6.19
H9 3.52 8.09 5.63
H10 4.19 6.49 5.71
O10 5.48 2.49 -1.32
S2 5.22 1.14 -1.64
O11 6.05 0.29 -2.44
O12 4.90 0.28 -0.21
C6 4.42 -1.04 -0.19
C7 5.21 -1.91 0.88
C8 3.51 1.04 -2.45
H11 4.31 -1.40 -1.22
H12 3.40 -0.90 0.17
H13 5.74 -1.23 1.55
H14 5.91 -2.54 0.33
H15 4.43 -2.53 1.31
H16 2.94 0.24 -2.00
H17 3.52 0.78 -3.51
H18 2.83 1.89 -2.30
O13 -2.63 -0.68 6.33
S3 -2.81 -1.47 5.15
O14 -1.77 -1.63 4.12
O15 -3.34 -3.00 5.56
C9 -3.49 -3.92 4.44
C10 -3.15 -5.31 4.80
C11 -4.33 -0.90 4.32
H19 -2.83 -3.63 3.62
H20 -4.47 -3.89 3.96
H21 -2.34 -5.24 5.53
H22 -2.80 -5.82 3.91
H23 -3.90 -5.91 5.32
H24 -4.40 0.18 4.16
H25 -5.05 -1.43 4.93
H26 -4.42 -1.42 3.37
O16 1.61 -5.24 -2.04
S4 0.59 -6.12 -2.56
O17 -0.67 -5.42 -2.83
O18 1.21 -6.84 -3.88
C12 0.38 -7.43 -4.83
C13 0.70 -8.95 -4.99
C14 0.49 -7.50 -1.35
H27 0.59 -6.80 -5.70
H28 -0.69 -7.21 -4.77
H29 1.74 -9.16 -5.23
H30 0.11 -9.25 -5.85
H31 0.43 -9.50 -4.08
H32 0.23 -7.09 -0.38
H33 1.46 -7.95 -1.17
H34 -0.20 -8.29 -1.64
O19 -1.70 6.56 -5.16
S5 -0.86 5.42 -4.73
O20 -0.02 4.71 -5.67
O21 0.14 5.90 -3.41
C15 -0.28 7.11 -2.82
C16 0.85 7.53 -1.87
C17 -1.83 4.17 -3.78
H35 -1.16 6.94 -2.19
H36 -0.72 7.80 -3.53
H37 1.31 8.47 -2.15
H38 1.78 6.95 -1.84
H39 0.44 7.71 -0.88
H40 -1.61 4.44 -2.75
H41 -1.64 3.15 -4.12
H42 -2.90 4.32 -3.91


Look up the strongest force on any atom of the first one. 0.094 Eh/bohr